Record 1
This record from OMol25 describes C12H35IrNO11P2SeSi3 as an isolated structure. The level of theory is ωB97M-V with the def2-TZVPD basis set.

Each line ends with the Löwdin charge.
CARTESIAN COORDINATES (ANGSTROEM)
1 Ir 0.891 0.490 -0.222  1.286
2 C -1.411 -3.048 0.304  -0.143
3 O -1.104 -1.675 0.281  -0.304
4 Si -2.143 -0.456 -0.135  0.350
5 C -2.812 -0.853 -1.860  -0.146
6 C -3.668 -0.567 0.993  -0.154
7 C -1.136 1.113 0.044  -0.546
8 Si -1.201 2.303 -1.438  0.412
9 C -3.011 2.897 -1.635  -0.176
10 C -0.170 3.854 -1.142  -0.171
11 C -0.767 1.529 -3.114  -0.182
12 Si -1.099 1.870 1.795  0.434
13 C -2.804 2.664 2.140  -0.180
14 C 0.076 3.291 2.208  -0.174
15 C -0.786 0.522 3.086  -0.166
16 H -2.472 -3.224 0.511  0.081
17 H -0.829 -3.524 1.096  0.083
18 H -1.167 -3.515 -0.656  0.092
19 H -3.303 -1.830 -1.840  0.030
20 H -1.996 -0.900 -2.583  0.028
21 H -3.540 -0.121 -2.214  0.022
22 H -4.209 -1.499 0.809  0.025
23 H -4.363 0.255 0.811  0.028
24 H -3.392 -0.541 2.048  0.017
25 H -3.423 3.261 -0.691  0.008
26 H -3.659 2.094 -1.994  0.007
27 H -3.058 3.713 -2.361  0.026
28 H -0.602 4.489 -0.367  0.019
29 H -0.099 4.433 -2.065  0.035
30 H 0.842 3.576 -0.841  0.012
31 H -1.648 1.155 -3.636  0.021
32 H -0.048 0.715 -2.992  0.005
33 H -0.288 2.283 -3.740  0.036
34 H -2.970 3.524 1.486  0.014
35 H -2.829 3.031 3.170  0.027
36 H -3.639 1.974 2.008  0.002
37 H -0.250 4.236 1.772  0.019
38 H 1.090 3.085 1.868  0.000
39 H 0.101 3.412 3.293  0.033
40 H -1.612 -0.183 3.188  0.013
41 H -0.595 0.964 4.067  0.030
42 H 0.105 -0.040 2.795  0.003
43 N 1.680 -3.462 0.077  0.148
44 C 2.994 -2.702 -0.079  -0.482
45 C 4.183 -3.634 -0.036  -0.071
46 P 2.956 -1.555 1.409  0.418
47 O 2.525 -2.907 2.419  -0.234
48 O 4.153 -1.034 2.081  -0.275
49 O 1.601 -0.849 1.379  -0.421
50 P 2.729 -1.867 -1.745  0.420
51 O 2.238 -3.385 -2.419  -0.227
52 O 3.757 -1.437 -2.704  -0.277
53 O 1.339 -1.228 -1.577  -0.428
54 H 1.586 -3.726 1.066  0.120
55 H 1.648 -4.219 -0.604  0.141
56 H 0.959 -2.766 -0.190  0.085
57 H 4.178 -4.215 0.887  0.080
58 H 5.088 -3.028 -0.052  0.099
59 H 4.189 -4.297 -0.903  0.079
60 H 2.774 -2.621 3.307  0.062
61 H 2.525 -3.325 -3.340  0.056
62 O 4.490 2.488 -0.944  -0.403
63 Se 3.269 1.521 -0.666  0.748
64 O 2.124 1.518 -1.849  -0.484
65 O 3.659 -0.034 -0.385  -0.510
66 O 2.354 2.009 0.622  -0.496

The lowest unoccupied orbital energy (alpha / beta) is 1.5 / 1.5 eV. The value obtained for the HOMO energy (alpha / beta) is -0.2105 / -0.2098 hartree. The spin multiplicity is 1. For the energy relative to the best compared isomer or geometry (same formula, charge and spin), the calculation gives 427.2 kJ/mol. Its charge is -1.



Record 2
This record from OMol25 describes C25H45N5O2OsSSb as an isolated structure. The level of theory is ωB97M-V with the def2-TZVPD basis set.

Each line ends with the Löwdin charge.
CARTESIAN COORDINATES (ANGSTROEM)
1 Os -1.227 0.072 -0.172  1.165
2 C -2.564 -1.913 -3.665  0.022
3 C -1.966 -1.003 -2.668  -0.199
4 N -1.886 -1.310 -1.365  -0.204
5 N -2.399 -2.496 -0.981  0.060
6 C -2.360 -2.665 0.330  -0.732
7 N -2.845 -3.796 0.823  0.148
8 S -1.662 -1.506 1.439  0.794
9 C -1.419 0.303 -3.026  -0.209
10 C -1.362 0.763 -4.330  0.048
11 C -0.848 2.033 -4.578  0.023
12 C -0.428 2.812 -3.515  0.019
13 C -0.507 2.295 -2.230  -0.104
14 N -0.962 1.064 -1.987  -0.081
15 H -3.182 -2.665 -3.187  0.092
16 H -1.768 -2.431 -4.213  0.124
17 H -3.153 -1.354 -4.391  0.107
18 H -3.257 -4.474 0.199  0.141
19 H -2.892 -3.965 1.815  0.122
20 H -1.713 0.145 -5.143  0.135
21 H -0.791 2.406 -5.592  0.140
22 H -0.042 3.811 -3.665  0.136
23 H -0.204 2.868 -1.364  0.115
24 O -3.062 0.965 0.372  -0.108
25 C -2.543 1.926 1.017  -0.598
26 O -1.290 2.013 1.065  -0.095
27 C -3.457 2.901 1.718  -0.130
28 N -2.627 3.910 2.488  0.119
29 C -2.883 3.667 3.968  -0.068
30 C -4.316 3.173 3.975  -0.126
31 C -4.372 2.233 2.769  -0.084
32 H -4.032 3.433 0.962  0.181
33 H -2.914 4.859 2.245  0.195
34 H -1.638 3.809 2.244  0.169
35 H -2.690 4.586 4.515  0.146
36 H -2.181 2.897 4.284  0.144
37 H -5.013 4.005 3.864  0.136
38 H -4.555 2.665 4.907  0.140
39 H -5.377 2.107 2.375  0.140
40 H -3.988 1.246 3.027  0.131
41 C 1.154 -3.585 1.260  -0.103
42 C 1.897 -2.303 1.629  -0.663
43 C 3.394 -2.626 1.693  -0.080
44 C 1.471 -1.754 2.989  -0.113
45 Sb 1.511 -0.756 0.087  1.633
46 C 2.670 1.031 0.629  -0.677
47 C 2.774 1.970 -0.571  -0.099
48 C 1.926 1.729 1.766  -0.114
49 C 4.081 0.662 1.089  -0.088
50 C 2.140 -1.556 -1.874  -0.669
51 C 3.530 -2.181 -1.727  -0.088
52 C 1.148 -2.628 -2.316  -0.096
53 C 2.194 -0.440 -2.915  -0.092
54 H 1.297 -4.300 2.075  0.110
55 H 1.569 -4.044 0.363  0.077
56 H 0.082 -3.455 1.127  0.025
57 H 3.505 -3.393 2.466  0.113
58 H 4.011 -1.785 1.995  0.065
59 H 3.792 -3.046 0.774  0.067
60 H 1.598 -2.551 3.727  0.109
61 H 0.431 -1.436 3.038  0.024
62 H 2.109 -0.929 3.305  0.074
63 H 1.814 2.158 -1.052  0.045
64 H 3.470 1.603 -1.322  0.078
65 H 3.161 2.930 -0.218  0.107
66 H 0.942 2.081 1.459  0.039
67 H 2.513 2.601 2.070  0.106
68 H 1.810 1.098 2.647  0.070
69 H 4.625 0.038 0.380  0.081
70 H 4.085 0.182 2.066  0.074
71 H 4.643 1.595 1.193  0.109
72 H 3.506 -3.108 -1.157  0.072
73 H 4.266 -1.506 -1.290  0.080
74 H 3.884 -2.437 -2.730  0.109
75 H 1.038 -3.439 -1.598  0.071
76 H 1.517 -3.070 -3.246  0.111
77 H 0.162 -2.217 -2.524  0.043
78 H 3.017 0.249 -2.744  0.073
79 H 1.268 0.133 -2.982  0.052
80 H 2.366 -0.903 -3.891  0.108

The lowest unoccupied orbital energy (alpha / beta) is -11.1 / -11.4 eV. The value obtained for the HOMO energy (alpha / beta) is -0.6106 / -0.6198 hartree. The spin multiplicity is 1. For the energy relative to the best compared isomer or geometry (same formula, charge and spin), the calculation gives 64.0 kJ/mol. Its charge is +3.



Record 3
This record from OMol25 describes C27H38N7ORuS3Sb as an isolated structure. The level of theory is ωB97M-V with the def2-TZVPD basis set.

Each line ends with the Löwdin spin population.
CARTESIAN COORDINATES (ANGSTROEM)
1 Ru 0.154 -0.726 0.253  0.832
2 C 1.266 1.823 -1.820  0.004
3 C 0.302 1.779 -0.678  0.027
4 N 0.712 1.295 0.482  0.014
5 N 0.140 1.904 1.599  -0.003
6 C -0.045 1.149 2.616  0.001
7 S 0.181 -0.578 2.559  -0.013
8 S -0.571 1.780 4.150  0.001
9 C -0.622 3.573 3.823  0.000
10 C 0.699 4.259 4.013  0.000
11 C 1.129 4.611 5.289  0.000
12 C 2.346 5.247 5.473  0.000
13 C 3.149 5.539 4.380  0.000
14 C 2.727 5.195 3.105  0.000
15 C 1.508 4.558 2.921  0.000
16 C -1.056 2.273 -0.770  0.002
17 C -1.439 3.491 -1.332  0.002
18 C -2.755 3.900 -1.280  -0.001
19 C -3.703 3.070 -0.680  0.001
20 C -3.357 1.840 -0.157  -0.001
21 C -2.028 1.404 -0.215  0.001
22 O -1.726 0.166 0.145  0.000
23 H 2.110 2.458 -1.544  0.001
24 H 1.673 0.836 -2.045  0.001
25 H 0.786 2.227 -2.709  0.000
26 H -1.010 3.710 2.815  0.000
27 H -1.363 3.943 4.532  0.000
28 H 0.504 4.386 6.146  0.000
29 H 2.666 5.518 6.471  0.000
30 H 4.098 6.040 4.522  0.000
31 H 3.347 5.427 2.249  0.000
32 H 1.175 4.284 1.928  0.000
33 H -0.682 4.135 -1.764  0.000
34 H -3.049 4.859 -1.683  0.000
35 H -4.736 3.391 -0.633  0.000
36 H -4.103 1.192 0.286  0.000
37 C 2.812 -5.908 1.238  0.001
38 C 3.299 -4.543 0.941  0.002
39 N 4.530 -4.164 0.888  0.001
40 N 4.476 -2.830 0.585  0.001
41 C 3.232 -2.365 0.446  0.008
42 S 2.695 -0.814 0.109  0.011
43 N 2.466 -3.470 0.662  0.003
44 N 1.088 -3.390 0.663  0.061
45 H 3.668 -6.562 1.377  0.000
46 H 2.202 -6.294 0.420  0.000
47 H 2.211 -5.918 2.149  0.000
48 H 5.325 -2.294 0.523  0.000
49 H 0.719 -3.564 1.592  0.001
50 H 0.679 -4.034 -0.003  0.000
51 C -0.252 0.363 -4.954  0.000
52 C -0.002 -1.085 -4.509  0.000
53 C -1.151 -1.994 -4.970  0.000
54 C 1.345 -1.595 -5.040  0.000
55 C 0.038 -1.131 -3.041  0.000
56 N 0.074 -1.226 -1.899  0.001
57 H -0.440 0.367 -6.028  0.000
58 H 0.615 0.990 -4.758  0.000
59 H -1.120 0.791 -4.452  0.000
60 H -1.162 -2.018 -6.059  0.000
61 H -2.114 -1.615 -4.625  0.000
62 H -1.021 -3.013 -4.606  0.000
63 H 1.321 -1.576 -6.129  0.000
64 H 1.534 -2.619 -4.718  0.000
65 H 2.166 -0.963 -4.702  0.000
66 C -1.939 -4.457 0.578  0.013
67 Sb -2.024 -2.301 0.488  0.026
68 C -3.331 -1.960 2.106  0.002
69 C -3.303 -2.153 -1.191  0.000
70 H -2.959 -4.840 0.597  0.002
71 H -1.431 -4.809 1.476  0.000
72 H -1.445 -4.868 -0.304  0.000
73 H -4.181 -2.633 2.000  0.000
74 H -3.663 -0.925 2.084  0.000
75 H -2.816 -2.147 3.045  0.000
76 H -4.162 -2.804 -1.032  0.000
77 H -2.775 -2.466 -2.090  0.000
78 H -3.631 -1.122 -1.302  0.000

The lowest unoccupied orbital energy (alpha / beta) is -3.3 / -3.5 eV. The value obtained for the HOMO energy (alpha / beta) is -0.3632 / -0.3656 hartree. The spin multiplicity is 2. For the energy relative to the best compared isomer or geometry (same formula, charge and spin), the calculation gives 258.7 kJ/mol. Its charge is +1.